# 1
Computed, not measured: an isolated molecule of C5H10N2O4 at a distorted geometry, with the ωB97M-V functional and the def2-TZVPD basis.

CARTESIAN COORDINATES (ANGSTROEM)
C (0.318, 1.217, 1.153)
C (0.893, 0.800, -0.223)
C (0.214, 2.767, 1.278)
C (-0.749, -1.157, -0.274)
C (-0.856, -2.594, -0.889)
H (2.184, 0.443, 1.656)
H (1.016, -0.552, 2.297)
H (-0.763, 0.973, 1.142)
H (-0.306, 3.062, 2.253)
H (1.171, 3.230, 1.258)
H (-1.492, 3.056, 0.559)
H (0.769, -0.652, -1.610)
H (-1.708, -0.648, -0.375)
H (-0.513, -1.160, 0.706)
H (-2.738, -2.810, -0.821)
N (1.195, 0.551, 2.105)
N (0.351, -0.305, -0.810)
O (1.888, 1.260, -0.770)
O (-0.612, 3.394, 0.293)
O (-0.267, -2.972, -1.879)
O (-1.930, -3.291, -0.443)

Properties
* max |F|: 4.1 eV/A
* spin multiplicity: 1
* total energy: -606.940409 Ha
* relative energy (zero: lowest compared OMol25 entry of this formula, charge and spin): 233.94 kJ/mol
* HOMO level: -9.5721 eV
* frontier orbital gap: 9.43 eV

Here are the Löwdin charges for atoms 1 to 8, given in e:
1. C -0.329
2. C -0.456
3. C -0.218
4. C -0.059
5. C -0.453
6. H 0.125
7. H 0.141
8. H 0.132

=====

# 2
Computed, not measured: an isolated molecule of C5H10N2S at a distorted geometry, with the ωB97M-V functional and the def2-TZVPD basis.

CARTESIAN COORDINATES (ANGSTROEM)
C (-1.318, -1.456, 1.036)
C (-1.654, 1.049, -0.468)
C (-0.773, 1.530, 0.641)
C (0.582, 1.444, 0.649)
C (1.347, 0.887, -0.476)
H (-0.965, -0.571, 1.554)
H (-2.399, -1.639, 1.312)
H (-0.763, -2.330, 1.321)
H (-1.545, -2.041, -0.924)
H (-2.117, 1.795, -1.162)
H (-1.235, 2.155, 1.341)
H (1.104, 1.768, 1.534)
H (0.721, 0.799, -1.363)
H (2.109, 1.561, -0.738)
H (2.712, -0.315, 0.989)
N (-1.184, -1.238, -0.394)
N (-1.742, -0.130, -0.974)
S (2.110, -0.770, -0.161)

Properties
* max |F|: 2.2 eV/A
* spin multiplicity: 1
* total energy: -704.122107 Ha
* relative energy (zero: lowest compared OMol25 entry of this formula, charge and spin): 267.00 kJ/mol
* HOMO level: -8.3648 eV
* frontier orbital gap: 9.13 eV

Here are the Löwdin charges for atoms 1 to 8, given in e:
1. C -0.113
2. C -0.183
3. C -0.108
4. C -0.178
5. C -0.550
6. H 0.048
7. H 0.095
8. H 0.067

=====

# 3
Computed, not measured: an isolated molecule of C5H10N2S, with the ωB97M-V functional and the def2-TZVPD basis.

CARTESIAN COORDINATES (ANGSTROEM)
C (1.261, 0.701, 1.461)
C (0.800, -0.712, 1.085)
C (0.108, -0.769, -0.235)
C (-0.326, -1.015, -2.511)
C (0.787, -0.526, -1.578)
H (-0.924, 1.405, 0.866)
H (1.894, 0.660, 2.334)
H (1.884, 1.147, 0.668)
H (1.676, -1.360, 1.067)
H (0.147, -1.141, 1.854)
H (-2.294, -1.391, -1.881)
H (-0.384, -0.444, -3.423)
H (-0.228, -2.091, -2.740)
H (0.996, 0.535, -1.698)
H (1.718, -1.054, -1.656)
N (-1.151, -0.910, -0.349)
N (-1.513, -0.763, -1.687)
S (-0.101, 1.836, 1.845)

Properties
* max |F|: 0.8 eV/A
* spin multiplicity: 1
* total energy: -704.181806 Ha
* relative energy (zero: lowest compared OMol25 entry of this formula, charge and spin): 110.26 kJ/mol
* HOMO level: -8.6360 eV
* frontier orbital gap: 9.58 eV

Here are the Löwdin charges for atoms 1 to 8, given in e:
1. C -0.569
2. C -0.220
3. C -0.356
4. C -0.188
5. C -0.101
6. H -0.150
7. H 0.058
8. H 0.068

=====

# 4
Computed, not measured: the ion C5H10N3 with charge +1 at a distorted geometry, with the ωB97M-V functional and the def2-TZVPD basis.

CARTESIAN COORDINATES (ANGSTROEM)
C (-3.128, -0.224, -0.300)
C (-2.136, -0.216, -0.982)
C (0.570, 0.077, 0.148)
C (1.298, -2.024, 1.383)
C (-0.081, 2.250, -1.013)
N (0.471, -1.233, 0.334)
N (-0.191, 0.765, -0.715)
N (-0.984, -0.029, -1.586)
H (-4.041, -0.358, 0.292)
H (1.087, 0.676, 0.758)
H (0.583, -2.506, 1.990)
H (2.116, -1.464, 1.856)
H (1.805, -2.828, 0.912)
H (0.790, 2.574, -1.763)
H (-0.977, 2.420, -1.518)
H (0.003, 2.634, -0.032)
H (-0.021, -1.745, -0.394)
H (-1.169, 0.241, -2.734)

Properties
* max |F|: 4.7 eV/A
* spin multiplicity: 1
* net charge: +1
* total energy: -360.375800 Ha
* relative energy (zero: lowest compared OMol25 entry of this formula, charge and spin): 523.27 kJ/mol
* HOMO level: -13.0235 eV
* frontier orbital gap: 9.56 eV

Here are the Löwdin charges for atoms 1 to 8, given in e:
1. C 0.152
2. C -0.272
3. C -0.045
4. C 0.031
5. C 0.049
6. N 0.076
7. N -0.122
8. N -0.024

=====

# 5
Computed, not measured: the ion C5H10N3 with charge +1 at a distorted geometry, with the ωB97M-V functional and the def2-TZVPD basis.

CARTESIAN COORDINATES (ANGSTROEM)
C (-0.198, 0.473, 1.253)
C (-0.603, 1.823, 0.693)
C (-0.549, -0.020, -1.605)
C (0.709, -1.763, 1.506)
C (0.062, 1.439, -1.501)
N (-0.181, -1.108, -0.599)
N (0.013, -0.725, 0.704)
N (-0.404, 2.298, -0.438)
H (-0.086, 0.426, 2.320)
H (-0.815, 2.334, 1.630)
H (-1.611, 0.044, -1.580)
H (0.100, -2.028, -0.863)
H (-0.328, -0.618, -2.538)
H (1.852, -1.617, 1.373)
H (0.453, -1.836, 2.542)
H (0.725, -2.744, 0.957)
H (-0.245, 2.103, -2.438)
H (1.107, 1.520, -1.415)

Properties
* max |F|: 3.9 eV/A
* spin multiplicity: 1
* net charge: +1
* total energy: -360.414203 Ha
* relative energy (zero: lowest compared OMol25 entry of this formula, charge and spin): 422.44 kJ/mol
* HOMO level: -13.9089 eV
* frontier orbital gap: 8.84 eV

Here are the Löwdin charges for atoms 1 to 8, given in e:
1. C 0.068
2. C -0.114
3. C -0.066
4. C 0.022
5. C -0.161
6. N 0.049
7. N -0.125
8. N 0.060

=====

# 6
Computed, not measured: a structure of composition C5H10N3 at a distorted geometry, with the ωB97M-V functional and the def2-TZVPD basis.

CARTESIAN COORDINATES (ANGSTROEM)
C (-0.243, -1.709, -1.265)
C (0.144, -0.489, -1.646)
C (-0.361, -2.103, 0.130)
C (0.470, 0.641, -0.728)
C (-0.440, 0.073, 0.935)
N (-0.397, -1.313, 1.124)
N (-0.016, 1.934, -0.969)
N (0.235, 0.714, 2.105)
H (-0.413, -2.474, -2.009)
H (0.335, -0.279, -2.693)
H (-0.383, -3.161, 0.358)
H (1.530, 0.650, -0.465)
H (-1.450, 0.451, 0.806)
H (0.673, 2.584, -1.325)
H (-0.865, 1.971, -1.518)
H (0.441, -0.062, 2.757)
H (-0.373, 1.397, 2.570)
H (1.114, 1.174, 1.833)

Properties
* max |F|: 4.5 eV/A
* spin multiplicity: 1
* net charge: +1
* total energy: -360.473990 Ha
* relative energy (zero: lowest compared OMol25 entry of this formula, charge and spin): 265.47 kJ/mol
* HOMO level: -12.3878 eV
* frontier orbital gap: 8.47 eV

Here are the Löwdin charges for atoms 1 to 8, given in e:
1. C -0.043
2. C -0.041
3. C -0.112
4. C -0.241
5. C -0.212
6. N 0.046
7. N 0.042
8. N 0.218

=====

# 7
Computed, not measured: the ion C5H10N3 with charge +1 at a distorted geometry, with the ωB97M-V functional and the def2-TZVPD basis.

CARTESIAN COORDINATES (ANGSTROEM)
C (-0.499, -0.699, 0.214)
C (-1.466, 0.162, -0.356)
C (-0.834, 1.259, -1.239)
C (-0.214, -2.990, 1.135)
C (1.194, 0.645, -0.357)
N (-0.491, -1.800, 0.779)
N (0.329, 1.689, -0.466)
N (2.195, 0.580, 0.579)
H (-2.357, -0.113, -0.872)
H (-2.077, 0.606, 0.574)
H (-0.642, 0.776, -2.135)
H (-1.537, 2.203, -1.441)
H (-0.343, -3.452, 2.189)
H (0.234, -3.706, 0.482)
H (1.208, 0.161, -1.229)
H (0.220, 2.226, 0.372)
H (2.176, 1.477, 1.083)
H (3.076, 0.181, 0.390)

Properties
* max |F|: 5.0 eV/A
* spin multiplicity: 1
* net charge: +1
* total energy: -360.415654 Ha
* relative energy (zero: lowest compared OMol25 entry of this formula, charge and spin): 418.63 kJ/mol
* HOMO level: -12.2780 eV
* frontier orbital gap: 8.48 eV

Here are the Löwdin charges for atoms 1 to 8, given in e:
1. C -0.065
2. C -0.168
3. C -0.150
4. C 0.054
5. C -0.187
6. N 0.053
7. N 0.019
8. N 0.160

=====

# 8
Computed, not measured: a cluster of 2 separate species, C5H10N3 in total at a distorted geometry, with the ωB97M-V functional and the def2-TZVPD basis.

CARTESIAN COORDINATES (ANGSTROEM)
C (1.474, -0.099, -0.293)
C (1.848, 1.198, 0.006)
C (-0.944, -0.156, -0.876)
C (1.813, -2.528, -0.195)
C (-2.342, 0.880, 0.739)
N (1.729, -1.267, -0.270)
N (1.273, 2.177, 0.603)
N (-1.830, -0.288, 0.098)
H (2.690, 1.308, -0.614)
H (-0.849, 0.824, -1.339)
H (-0.779, -1.014, -1.486)
H (2.348, -3.004, -1.043)
H (1.434, -3.172, 0.679)
H (-3.443, 0.518, 1.070)
H (-1.895, 1.100, 1.702)
H (-2.404, 1.707, 0.060)
H (1.853, 3.007, 0.562)
H (-1.974, -1.191, 0.597)

Properties
* max |F|: 4.7 eV/A
* spin multiplicity: 1
* net charge: +1
* total energy: -360.373565 Ha
* relative energy (zero: lowest compared OMol25 entry of this formula, charge and spin): 529.13 kJ/mol
* HOMO level: -12.0936 eV
* frontier orbital gap: 7.45 eV

Here are the Löwdin charges for atoms 1 to 8, given in e:
1. C -0.045
2. C -0.239
3. C 0.080
4. C 0.035
5. C -0.061
6. N 0.008
7. N 0.118
8. N -0.042

=====

# 9
Computed, not measured: a cluster of 2 separate species, C5H10N3O in total at a distorted geometry, with the ωB97M-V functional and the def2-TZVPD basis.

CARTESIAN COORDINATES (ANGSTROEM)
C (1.023, 0.286, 1.397)
C (-1.032, 0.067, 0.151)
C (0.289, 2.007, 0.032)
C (-2.273, -0.642, -0.176)
C (2.259, -0.511, -1.138)
N (1.053, 1.546, 0.934)
N (-0.187, -0.444, 1.018)
N (-0.839, 1.274, -0.415)
O (2.384, -0.799, 0.122)
H (1.497, -0.242, 2.198)
H (0.400, 3.133, -0.256)
H (-2.969, -0.511, 0.679)
H (-2.085, -1.721, 0.023)
H (-2.663, -0.549, -1.163)
H (2.558, 0.461, -1.489)
H (1.354, -0.957, -1.699)
H (-0.391, -1.322, 1.414)
H (-1.620, 1.555, -0.961)
H (3.093, -0.249, 0.473)

Properties
* max |F|: 4.5 eV/A
* spin multiplicity: 1
* net charge: +1
* total energy: -435.635519 Ha
* relative energy (zero: lowest compared OMol25 entry of this formula, charge and spin): 437.39 kJ/mol
* HOMO level (alpha / beta): -11.1574 / -11.1022 eV
* frontier orbital gap (alpha / beta): 7.16 / 7.18 eV

Here are the Löwdin charges for atoms 1 to 8, given in e:
1. C -0.122
2. C -0.293
3. C -0.138
4. C 0.037
5. C -0.090
6. N 0.087
7. N 0.179
8. N 0.160

=====

# 10
Computed, not measured: a structure of composition C5H10N3S at a distorted geometry, with the ωB97M-V functional and the def2-TZVPD basis.

CARTESIAN COORDINATES (ANGSTROEM)
C (0.288, -1.111, 2.223)
C (0.464, -2.952, 0.792)
C (0.188, -2.497, 2.078)
C (0.652, -0.821, -0.002)
C (-1.428, 3.028, -0.711)
N (0.469, -0.234, 1.190)
N (0.668, -2.120, -0.239)
N (1.090, -0.003, -1.127)
S (-1.523, 1.605, -1.853)
H (0.140, -0.562, 3.187)
H (0.559, -4.106, 0.506)
H (0.064, -2.966, 2.988)
H (-1.056, 2.189, -3.129)
H (-1.024, 2.667, 0.117)
H (-2.387, 3.529, -0.703)
H (-0.598, 3.696, -1.133)
H (1.387, -0.685, -1.794)
H (1.936, 0.521, -1.047)
H (0.113, 0.822, -1.346)

Properties
* max |F|: 5.7 eV/A
* spin multiplicity: 1
* net charge: +1
* total energy: -758.676241 Ha
* relative energy (zero: lowest compared OMol25 entry of this formula, charge and spin): 119.02 kJ/mol
* HOMO level: -13.8943 eV
* frontier orbital gap: 10.60 eV

Here are the Löwdin charges for atoms 1 to 8, given in e:
1. C -0.075
2. C -0.084
3. C -0.010
4. C -0.404
5. C -0.377
6. N 0.128
7. N 0.116
8. N 0.153

=====

# 11
Computed, not measured: an isolated molecule of C5H10N4 at a distorted geometry, with the ωB97M-V functional and the def2-TZVPD basis.

CARTESIAN COORDINATES (ANGSTROEM)
C (-2.612, -1.103, -0.111)
C (-1.268, -0.749, -0.057)
C (-0.042, -1.394, 0.083)
C (0.972, -0.405, 0.109)
C (-1.732, 1.858, 0.083)
H (-2.632, -2.185, -0.169)
H (-3.340, -0.762, -0.942)
H (-3.068, -0.639, 0.883)
H (0.143, -2.508, 0.198)
H (2.771, -1.414, 0.803)
H (2.975, 1.031, -0.964)
H (2.276, 1.059, 0.559)
H (-1.405, 2.936, -0.283)
H (-1.616, 2.031, 1.191)
H (-2.799, 1.707, -0.253)
N (2.381, -0.775, -0.056)
N (2.990, 0.615, -0.082)
N (0.511, 0.881, -0.064)
N (-0.912, 0.636, -0.037)

Properties
* max |F|: 6.9 eV/A
* spin multiplicity: 1
* total energy: -415.397546 Ha
* relative energy (zero: lowest compared OMol25 entry of this formula, charge and spin): 418.27 kJ/mol
* HOMO level: -8.2492 eV
* frontier orbital gap: 9.03 eV

Here are the Löwdin charges for atoms 1 to 8, given in e:
1. C -0.075
2. C -0.323
3. C -0.010
4. C -0.369
5. C -0.061
6. H 0.079
7. H 0.117
8. H 0.138

=====

# 12
Computed, not measured: an isolated molecule of C5H10N4 at a distorted geometry, with the ωB97M-V functional and the def2-TZVPD basis.

CARTESIAN COORDINATES (ANGSTROEM)
C (1.891, 0.887, -0.252)
N (-0.754, 1.020, 0.704)
C (-1.237, 0.351, -0.351)
C (1.033, -0.263, 0.172)
N (-1.666, 1.714, 1.423)
C (-0.270, -1.548, -1.489)
C (1.405, -1.216, 1.023)
N (-0.140, -0.495, -0.740)
N (-2.453, 0.299, -0.743)
H (-2.620, 1.365, 1.324)
H (-1.349, 1.900, 2.364)
H (-2.631, -0.313, -1.530)
H (2.784, 0.943, 0.365)
H (1.325, 1.811, -0.147)
H (2.183, 0.783, -1.299)
H (0.579, -2.195, -1.642)
H (-1.232, -1.791, -1.916)
H (0.770, -2.054, 1.258)
H (2.381, -1.198, 1.476)

Properties
* max |F|: 2.6 eV/A
* spin multiplicity: 1
* total energy: -415.395612 Ha
* relative energy (zero: lowest compared OMol25 entry of this formula, charge and spin): 423.35 kJ/mol
* HOMO level (alpha / beta): -7.5319 / -6.4031 eV
* frontier orbital gap (alpha / beta): 7.87 / 5.99 eV

Here are the Löwdin charges for atoms 1 to 8, given in e:
1. C -0.045
2. N -0.013
3. C -0.522
4. C -0.360
5. N 0.056
6. C 0.075
7. C 0.057
8. N -0.046